Record 1
{"formula": "C23H56Br6N6O11P2", "method": "the ωB97M-V functional and the def2-TZVPD basis", "lumo_ha": -0.018, "molar_mass_g_mol": 1134.104, "homo_lumo_gap_ev": 7.72, "multiplicity": 1, "charge": 0, "homo_energy_ev": -8.220, "elements": ["C", "Br", "Br", "Br", "H", "C", "Br", "Br", "Br", "H", "O", "P", "N", "C", "C", "N", "C", "C", "N", "C", "C", "H", "H", "H", "H", "H", "H", "H", "H", "H", "H", "H", "H", "H", "H", "H", "H", "H", "H", "O", "P", "N", "C", "C", "N", "C", "C", "N", "C", "C", "H", "H", "H", "H", "H", "H", "H", "H", "H", "H", "H", "H", "H", "H", "H", "H", "H", "H", "C", "O", "C", "O", "O", "C", "H", "H", "H", "H", "H", "H", "C", "O", "C", "O", "O", "C", "H", "H", "H", "H", "H", "H", "C", "O", "C", "O", "O", "C", "H", "H", "H", "H", "H", "H"], "coordinates": [[-0.815179, -0.285485, 0.991418], [-1.883179, -0.249295, -0.679212], [0.511161, 1.118425, 1.355868], [0.179351, -1.957925, 0.963798], [-1.584389, -0.364355, 1.759668], [4.680731, -0.820535, 5.121888], [5.638381, -0.070155, 6.664408], [3.316091, -2.205225, 5.443278], [6.043651, -1.487215, 3.823418], [4.294151, 0.007195, 4.527308], [0.768671, -2.204805, -8.269762], [1.383531, -1.138775, -7.465202], [2.960001, -0.741955, -7.934882], [4.029731, -1.751125, -7.775202], [3.369281, 0.181805, -8.925172], [1.501711, -1.481955, -5.806282], [2.483191, -0.702145, -4.982082], [1.022141, -2.713735, -5.260572], [0.617451, 0.418745, -7.510812], [-0.076609, 0.826585, -8.726692], [0.950261, 1.553515, -6.563462], [3.889301, -2.699405, -8.294002], [4.086111, -2.188995, -6.778612], [5.006361, -1.361415, -8.062322], [2.755431, 1.069995, -8.775432], [3.139271, -0.394045, -9.821602], [4.429261, 0.412065, -9.032442], [2.709141, 0.280055, -5.397222], [1.877431, -0.380005, -4.135092], [3.229051, -1.299085, -4.457262], [1.782551, -3.484585, -5.385772], [0.879151, -2.522855, -4.196982], [0.205531, -3.079925, -5.882792], [0.521161, 1.491665, -9.349932], [-0.383509, -0.035075, -9.319522], [-0.894379, 1.523155, -8.541872], [0.847501, 1.325645, -5.502512], [0.432311, 2.434235, -6.943152], [2.030031, 1.672035, -6.653772], [-2.704729, 5.552475, 7.389708], [-2.161809, 4.529655, 8.310038], [-2.311109, 4.733255, 10.015038], [-1.601169, 5.816505, 10.706338], [-3.551129, 4.401605, 10.604098], [-0.468439, 4.225725, 8.100368], [0.341161, 3.423445, 9.009268], [0.295321, 4.675595, 6.952488], [-2.839529, 3.054755, 7.923698], [-2.541119, 1.817705, 8.686218], [-3.505539, 2.808115, 6.672308], [-1.675949, 5.576195, 11.766878], [-2.083129, 6.770515, 10.492608], [-0.543209, 5.877655, 10.451178], [-3.463889, 3.871395, 11.552448], [-4.127039, 3.703025, 9.997118], [-4.130239, 5.316175, 10.731748], [0.727501, 4.045285, 9.816828], [-0.271489, 2.733385, 9.589428], [1.126071, 2.800415, 8.580488], [0.224231, 5.737985, 6.719288], [1.355131, 4.434095, 7.033608], [-0.073909, 4.179215, 6.055068], [-2.449149, 2.103615, 9.734018], [-3.346229, 1.092135, 8.570318], [-1.628389, 1.400765, 8.260548], [-3.248199, 3.573505, 5.940148], [-4.580259, 2.648265, 6.759098], [-3.252059, 1.804555, 6.330658], [-1.136079, 6.534105, 0.685128], [-0.697239, 7.182575, -0.478942], [-0.796209, 6.662075, -1.766222], [-1.138059, 5.533875, -2.055092], [-0.372719, 7.639815, -2.594722], [-0.747469, 7.745245, -3.982932], [-2.072359, 6.925025, 1.083438], [-0.340389, 6.604485, 1.426758], [-1.234089, 5.479595, 0.427228], [-0.671209, 8.765285, -4.359502], [-1.737659, 7.295925, -3.907282], [-0.207449, 7.144205, -4.714532], [1.998121, -10.268645, -1.890732], [2.738281, -9.151275, -2.160212], [3.301651, -8.490675, -1.107352], [3.312261, -8.948845, 0.053898], [3.755561, -7.405875, -1.506322], [4.176111, -6.407105, -0.693182], [2.653561, -11.064045, -1.536032], [1.482901, -10.617205, -2.785812], [1.179331, -10.332445, -1.174072], [3.221051, -6.048055, -0.309692], [4.587351, -5.535495, -1.202372], [4.773731, -6.794695, 0.131868], [-5.348699, -4.618435, -2.727272], [-4.395479, -5.416235, -2.166162], [-3.624489, -6.408025, -2.759452], [-2.735139, -6.977305, -2.136602], [-3.872809, -6.503525, -4.099432], [-3.253119, -7.500085, -4.868222], [-5.231809, -4.347805, -3.776642], [-5.415869, -3.691655, -2.157482], [-6.358659, -5.010205, -2.606492], [-2.163259, -7.494555, -4.852062], [-3.661969, -7.355415, -5.868232], [-3.411229, -8.526665, -4.537702]], "atomic_forces_ev_per_a": [[0.155, -0.704, -0.561], [0.675, 0.591, 0.686], [-1.126, -0.281, -0.380], [-0.223, 0.054, 0.192], [0.537, 0.342, 0.058], [0.915, -0.273, -0.792], [-0.826, -0.541, -0.531], [0.877, 1.054, 0.062], [-0.524, -0.003, 0.600], [-0.462, -0.235, 0.646], [-0.470, 0.157, 0.199], [0.687, 2.264, 0.975], [1.764, -1.699, 2.689], [-0.611, -1.122, 0.657], [-1.629, 0.078, -1.509], [1.664, 1.864, -1.835], [-2.590, -0.229, 0.887], [0.775, -0.323, -0.427], [-0.238, -0.823, 0.521], [0.366, 0.569, -0.120], [0.958, -1.716, -1.457], [-0.321, 0.178, -1.028], [0.048, 0.728, 0.586], [-0.197, 0.149, 0.188], [0.225, 0.223, -0.730], [-0.109, 1.040, -1.162], [0.011, 0.038, 0.927], [0.918, -0.833, -0.401], [-0.241, 0.071, 0.511], [0.695, -0.005, -0.919], [0.274, -0.319, 0.378], [-0.741, -0.491, -0.021], [-0.479, 0.211, 0.648], [0.716, -0.239, -0.408], [-0.100, 0.099, 0.178], [-0.638, -0.589, 0.546], [-0.956, 0.001, -0.183], [-0.004, -0.059, 0.514], [0.207, 0.773, -0.179], [0.565, -0.061, 0.440], [1.536, -0.839, -0.086], [1.703, -0.731, -2.329], [-0.273, -0.513, -0.231], [-1.432, -0.235, 0.285], [-0.010, 0.516, 0.577], [-1.205, 0.002, 1.570], [-0.608, 0.273, -1.020], [-0.634, -0.515, 1.496], [-0.057, 1.283, -0.593], [-0.208, -0.422, -0.323], [0.069, 0.269, 0.095], [0.036, 0.205, 0.167], [-0.119, -0.130, -0.231], [0.343, 0.269, 0.364], [0.023, 0.255, -0.324], [-0.451, -0.057, 0.269], [0.735, 0.193, -0.090], [-0.235, -0.150, -0.236], [-0.059, 0.400, -0.490], [-0.137, 0.165, 0.384], [-0.125, -0.042, 0.319], [0.098, -0.155, -0.299], [0.268, -0.438, 0.005], [-0.105, 0.116, 0.055], [0.157, -0.353, 0.392], [-0.275, -0.186, -0.016], [-0.422, 0.816, 0.235], [0.831, 0.055, -0.397], [0.287, -1.693, -0.257], [0.249, 1.103, -2.404], [-0.022, -0.405, 0.893], [0.175, 1.550, 0.236], [1.009, 0.483, 0.729], [-1.127, -1.631, 0.477], [0.064, 0.187, -0.277], [-0.098, 0.241, -0.007], [-0.347, -0.176, 0.332], [-0.330, 0.066, 0.798], [-0.442, 0.643, -1.124], [0.585, -0.378, 0.607], [-0.743, -3.298, 0.321], [0.435, 2.314, 0.285], [-1.974, -5.023, 3.583], [0.027, 1.249, -2.587], [1.468, 1.519, -4.432], [-0.899, 1.611, 2.586], [0.151, -0.216, -0.197], [0.562, 0.286, -0.437], [0.132, 1.477, 0.567], [0.211, 0.539, 0.870], [0.422, -0.715, -0.454], [0.200, 0.264, -0.104], [-2.054, 1.328, -1.019], [2.648, -2.594, 0.559], [1.185, 0.825, 0.330], [-2.403, 0.939, -1.509], [-0.611, 0.538, 1.925], [0.789, -1.073, -0.440], [0.400, -0.259, -0.029], [0.552, 0.066, 0.081], [-0.021, -0.588, -0.143], [0.098, 0.886, -0.125], [0.291, -0.134, 0.079], [-0.857, 0.076, 0.291]], "mulliken_charge": [-0.32, -0.02, -0.01, -0.02, 0.37, -0.28, -0.01, 0.01, -0.04, 0.33, -0.83, 0.31, 0.34, -0.93, -1.05, 0.26, -1.30, -0.97, 0.14, -1.03, -1.06, 0.33, 0.26, 0.33, 0.19, 0.44, 0.33, 0.33, 0.48, 0.39, 0.30, 0.32, 0.31, 0.37, 0.31, 0.38, 0.29, 0.38, 0.38, -0.90, 0.42, 0.29, -1.05, -1.20, 0.37, -1.07, -1.08, 0.22, -1.22, -1.08, 0.37, 0.32, 0.30, 0.34, 0.40, 0.37, 0.28, 0.33, 0.43, 0.29, 0.42, 0.29, 0.40, 0.45, 0.30, 0.32, 0.32, 0.39, -0.61, -0.30, 0.75, -0.55, -0.29, -0.55, 0.24, 0.22, 0.33, 0.22, 0.28, 0.26, -0.69, -0.31, 0.82, -0.60, -0.29, -0.64, 0.30, 0.27, 0.31, 0.29, 0.22, 0.31, -0.64, -0.32, 0.75, -0.55, -0.29, -0.63, 0.30, 0.26, 0.29, 0.29, 0.24, 0.29]}

---

Record 2
{"formula": "C20H25N3O3S", "method": "the ωB97M-V functional and the def2-TZVPD basis", "lumo_ha": 0.022, "molar_mass_g_mol": 387.505, "homo_lumo_gap_ev": 9.11, "relative_energy_ev": 2.222, "multiplicity": 1, "charge": 0, "homo_energy_ev": -8.520, "smiles": "O=C(CN1CCN(S(=O)(=O)c2ccccc2)CC1)NCCc1ccccc1", "elements": ["O", "C", "N", "H", "C", "H", "H", "C", "C", "C", "C", "C", "C", "C", "H", "H", "H", "H", "H", "H", "H", "C", "N", "C", "C", "N", "S", "O", "O", "C", "C", "C", "C", "C", "C", "H", "H", "H", "H", "H", "C", "C", "H", "H", "H", "H", "H", "H", "H", "H", "H", "H"], "coordinates": [[2.130916, -0.828411, 3.878580], [1.457673, -1.078187, 2.899897], [1.670492, -2.113408, 2.071115], [1.012549, -2.232266, 1.312193], [2.624548, -3.161677, 2.324667], [3.268888, -2.817884, 3.136986], [3.227243, -3.326500, 1.425737], [1.921008, -4.470807, 2.724562], [1.002771, -4.922821, 1.625478], [1.470415, -5.735428, 0.600515], [0.639462, -6.103412, -0.442722], [-0.670306, -5.655970, -0.479087], [-1.146214, -4.844502, 0.536406], [-0.314983, -4.482356, 1.581609], [-0.693769, -3.856844, 2.377770], [-2.167532, -4.493502, 0.514793], [-1.318327, -5.940930, -1.294424], [1.014929, -6.740439, -1.230195], [2.492725, -6.085924, 0.623720], [2.681181, -5.227712, 2.921958], [1.355839, -4.296515, 3.641522], [0.247260, -0.227591, 2.500156], [-0.071235, -0.386031, 1.093181], [-1.458684, -0.129094, 0.744696], [-1.808304, 1.362763, 0.768212], [-0.912756, 2.114380, -0.091360], [-1.289223, 2.091015, -1.729795], [-0.524019, 1.109445, -2.451883], [-2.717677, 2.045528, -1.837814], [-0.710196, 3.721180, -2.184449], [0.362953, 3.867552, -3.040654], [0.801165, 5.142511, -3.362576], [0.160913, 6.247726, -2.825249], [-0.918345, 6.087563, -1.968851], [-1.357681, 4.815260, -1.644396], [-2.196856, 4.650945, -0.987976], [-1.415173, 6.952903, -1.557145], [0.502497, 7.240616, -3.077372], [1.638366, 5.272593, -4.031439], [0.830351, 2.983227, -3.445110], [0.489787, 1.868304, 0.183914], [0.811278, 0.366396, 0.213027], [1.843416, 0.212927, 0.533713], [0.685495, -0.029155, -0.798468], [1.068043, 2.360249, -0.599309], [0.730381, 2.339694, 1.142523], [-2.817757, 1.527086, 0.392284], [-1.725637, 1.769233, 1.781555], [-2.106927, -0.684670, 1.425675], [-1.613707, -0.502411, -0.272805], [0.445275, 0.806300, 2.813596], [-0.595263, -0.592751, 3.095498]], "atomic_forces_ev_per_a": [[0.096, 0.134, 0.393], [-0.211, 0.160, -0.259], [0.009, -0.334, -0.324], [-0.011, 0.173, 0.057], [0.144, -0.074, 0.318], [0.011, -0.049, -0.145], [0.014, -0.002, 0.106], [0.120, 0.223, -0.158], [0.015, -0.070, 0.169], [-0.022, 0.011, 0.004], [0.031, -0.037, -0.086], [-0.069, -0.022, -0.080], [-0.088, 0.022, -0.054], [-0.010, -0.060, 0.017], [-0.027, 0.054, 0.096], [-0.091, 0.022, -0.002], [-0.053, -0.025, -0.065], [0.027, -0.051, -0.063], [0.112, -0.042, 0.013], [-0.012, -0.034, 0.049], [0.043, -0.024, 0.040], [0.079, 0.017, 0.011], [-0.138, -0.044, 0.135], [-0.162, 0.152, 0.054], [-0.445, -0.437, 0.039], [-0.369, 0.121, -0.966], [0.150, 0.400, 0.242], [0.172, 0.231, 0.039], [-0.108, 0.144, 0.184], [-0.041, -0.526, 0.060], [0.042, -0.192, -0.071], [-0.017, 0.048, 0.003], [0.071, -0.013, -0.057], [-0.092, -0.096, 0.054], [-0.105, 0.157, 0.039], [-0.117, 0.091, 0.120], [-0.052, 0.055, 0.039], [0.030, 0.079, -0.016], [0.063, -0.003, -0.051], [0.102, -0.060, -0.073], [0.539, -0.217, 0.029], [0.115, 0.178, -0.154], [0.021, -0.004, -0.072], [0.145, 0.020, 0.100], [0.215, 0.026, 0.150], [-0.005, 0.038, -0.108], [-0.050, -0.052, 0.250], [-0.010, 0.031, -0.077], [-0.023, -0.013, -0.048], [-0.096, -0.043, 0.060], [0.034, -0.113, 0.054], [0.025, 0.052, 0.005]], "mulliken_charge": [-0.70, 0.30, -0.01, 0.33, -0.91, 0.50, 0.37, -1.01, 0.44, -0.38, -0.52, -0.45, -0.64, -0.14, 0.35, 0.40, 0.38, 0.38, 0.38, 0.47, 0.31, -0.48, 0.01, -0.79, -1.02, 0.13, 1.44, -0.68, -0.77, -0.03, -0.14, -0.61, -0.33, -0.62, -0.42, 0.39, 0.39, 0.38, 0.39, 0.48, -1.11, -0.74, 0.44, 0.48, 0.42, 0.41, 0.53, 0.35, 0.57, 0.35, 0.21, 0.53]}

---

Record 3
{"formula": "C3H7CsNO9S2", "method": "the ωB97M-V functional and the def2-TZVPD basis", "lumo_ha": 0.154, "molar_mass_g_mol": 398.126, "homo_lumo_gap_ev": 1.88, "relative_energy_ev": 3.218, "multiplicity": 1, "charge": -3, "homo_energy_ev": 2.307, "elements": ["Cs", "S", "O", "O", "O", "O", "S", "O", "O", "O", "O", "C", "C", "O", "N", "C", "H", "H", "H", "H", "H", "H", "H"], "coordinates": [[-2.486399, -3.776381, -0.093438], [2.136138, -3.076757, -1.591846], [0.931703, -3.362867, -2.419298], [1.683295, -2.891134, -0.179481], [3.026099, -4.202758, -1.762588], [2.743987, -1.836274, -1.919910], [-5.164526, 0.633924, -2.483242], [-4.142018, 1.656505, -2.215853], [-6.368574, 1.057125, -1.854442], [-5.362485, 0.590399, -3.915236], [-4.809519, -0.681265, -1.980808], [3.403587, 1.359245, 1.444410], [1.976836, 1.777814, 1.750962], [1.721649, 2.981902, 1.947181], [0.943555, 0.918738, 1.646643], [-0.427284, 1.243943, 1.909858], [3.566164, 0.698443, 0.592935], [3.787016, 0.801583, 2.298869], [4.022620, 2.256114, 1.466671], [1.138406, -0.056943, 1.472999], [-0.931727, 0.292279, 1.742706], [-0.756004, 2.022430, 1.221372], [-0.632519, 1.593935, 2.921536]], "atomic_forces_ev_per_a": [[0.681, 0.850, -0.808], [-3.056, -0.870, 0.804], [-0.849, 0.061, -0.289], [-0.603, -0.849, 1.627], [1.885, -1.793, 0.296], [2.049, 3.175, -1.734], [1.677, 1.716, -0.907], [1.510, 0.364, 0.716], [-4.187, 1.045, 2.276], [-0.414, -0.691, -2.937], [1.259, -2.836, 1.201], [0.108, -0.444, 1.091], [-1.032, 1.892, -1.178], [0.523, -0.769, 0.493], [1.578, -1.029, 0.589], [-0.128, 0.003, -0.400], [-0.324, 0.272, -0.228], [-0.101, -0.345, 0.211], [-0.237, 0.034, -0.575], [0.198, 0.024, -0.295], [-0.528, 0.408, -0.089], [-0.265, -0.207, -0.042], [0.256, -0.012, 0.180]], "mulliken_charge": [0.94, 1.12, -0.78, -0.83, -0.74, -0.72, 1.07, -0.77, -0.75, -0.78, -0.75, -1.00, 0.65, -0.70, -0.13, -0.82, 0.34, 0.27, 0.29, 0.27, 0.30, 0.29, 0.24]}

---

Record 4
{"formula": "C5H14N2", "method": "the ωB97M-V functional and the def2-TZVPD basis", "lumo_ha": -0.245, "molar_mass_g_mol": 102.181, "homo_lumo_gap_ev": 11.97, "relative_energy_ev": 0.514, "multiplicity": 1, "charge": 2, "homo_energy_ev": -18.636, "smiles": "C[C@H]([NH3+])C/C=C/[NH3+]", "elements": ["C", "C", "C", "C", "C", "N", "N", "H", "H", "H", "H", "H", "H", "H", "H", "H", "H", "H", "H", "H", "H"], "coordinates": [[-0.189954, 1.826883, -1.762004], [0.241954, 0.456314, -1.291327], [-0.610207, -0.150088, -0.155974], [0.017893, 0.000590, 1.195146], [0.031775, -1.000513, 2.067118], [0.369486, -0.964224, 3.485250], [0.200936, -0.507470, -2.511316], [-0.992727, 2.208776, -1.142577], [0.593775, 2.600285, -1.811952], [-0.313829, 1.895158, -2.851008], [1.298429, 0.468297, -1.008719], [-0.919287, -1.181118, -0.387642], [-1.606832, 0.313535, -0.139065], [0.319901, 1.035089, 1.353912], [-0.414394, -1.919922, 1.715987], [0.431740, -1.883663, 3.939149], [-0.283409, -0.382191, 4.021967], [1.302605, -0.561640, 3.663387], [-0.131038, -1.415573, -2.208563], [1.122187, -0.576895, -2.935964], [-0.469004, -0.261632, -3.235806]], "atomic_forces_ev_per_a": [[0.932, 1.241, -0.713], [0.257, -0.269, -0.554], [-0.712, -0.484, -0.587], [-0.129, 0.396, 0.350], [-0.860, -0.107, -1.364], [1.024, 0.639, 0.677], [-0.228, 0.041, 0.653], [-0.349, 0.150, -0.506], [0.237, -0.410, 1.125], [-1.200, -0.510, 0.196], [-0.149, -0.205, 0.010], [0.589, -0.063, 0.289], [0.309, 0.415, 0.102], [0.289, -0.224, 0.609], [0.202, -0.348, 0.493], [-0.386, -0.074, -0.305], [-0.141, -0.156, 0.032], [-0.133, 0.114, -0.218], [0.454, -0.583, 0.061], [0.105, -0.206, -0.188], [-0.110, 0.643, -0.163]], "mulliken_charge": [-1.31, 0.39, -1.08, -0.19, -0.50, -0.25, -0.32, 0.34, 0.34, 0.39, 0.41, 0.40, 0.43, 0.37, 0.33, 0.39, 0.39, 0.41, 0.33, 0.35, 0.38]}